No. 1
A single C6H5Cl4N molecule at a distorted geometry. Source: the Open Molecules 2025 dataset; level of theory: ωB97M-V/def2-TZVPD.

Last columns: bonded neighbours and bond lengths (Å).
Cartesian coordinates (Å):
1 C 1.29903 0.74255 -0.33085  C2 1.400, N7 1.150
2 C 0.29743 -0.20668 -0.09530  C1 1.400, C4 1.460, C6 1.458
3 C -0.00111 -1.05197 -2.03058  C4 1.532, Cl8 1.671, Cl9 1.657
4 C 0.46818 -1.54309 -0.65713  C2 1.460, C3 1.532, Cl10 1.765, Cl11 1.739
5 C -0.43841 1.15309 1.94091  C6 1.476, H12 1.119, H13 1.135, H14 1.092
6 C -0.75023 0.43584 0.68927  C2 1.458, C5 1.476, H15 1.158, H16 1.138
7 N 1.98281 1.62863 -0.59443  C1 1.150
8 Cl 1.05828 -0.35606 -3.11935  C3 1.671
9 Cl -1.64022 -1.01950 -2.27025  C3 1.657
10 Cl 2.09028 -2.23168 -0.74854  C4 1.765
11 Cl -0.66745 -2.78431 -0.21617  C4 1.739
12 H -1.41528 1.61908 2.22467  C5 1.119
13 H 0.31476 1.93694 1.61467  C5 1.135
14 H 0.00241 0.70653 2.83504  C5 1.092
15 H -0.96559 1.22093 -0.13381  C6 1.158
16 H -1.63488 -0.25032 0.89184  C6 1.138

Properties
F_max: 3.8 eV/Å
2S+1: 1
frontier orbital gap (spin up / spin down): 0.2820 / 0.2808 hartree
net charge: 0

No. 2
A single C3H4O2 molecule at a distorted geometry. Source: the Open Molecules 2025 dataset; level of theory: ωB97M-V/def2-TZVPD.

Last columns: bonded neighbours and bond lengths (Å).
Cartesian coordinates (Å):
1 O 2.22536 0.71523 0.32320  C2 1.209
2 C 1.38541 -0.15421 0.31600  O1 1.209, C3 1.528, H6 1.105
3 C -0.06472 0.32706 0.30576  C2 1.528, C4 1.474, O5 1.417, H7 1.091
4 C -1.16144 -0.17201 -0.54347  C3 1.474, O5 1.413, H8 1.094, H9 1.088
5 O -1.16855 -0.37000 0.85563  C3 1.417, C4 1.413
6 H 1.78791 -1.18300 0.28721  C2 1.105
7 H -0.04754 1.39638 0.52388  C3 1.091
8 H -1.88074 0.54866 -0.94258  C4 1.094
9 H -1.03872 -1.08052 -1.12939  C4 1.088

Properties
F_max: 1.0 eV/Å
structure (SMILES): O=C[C@H]1CO1
2S+1: 1
frontier orbital gap: 0.4023 hartree
net charge: 0

No. 3
A single C5H6O2 molecule at a distorted geometry. Source: the Open Molecules 2025 dataset; level of theory: ωB97M-V/def2-TZVPD.

Last columns: bonded neighbours and bond lengths (Å).
Cartesian coordinates (Å):
1 C 0.29910 1.41877 -0.06157  C2 1.481, H11 1.091, H12 1.088, H13 1.089
2 C -0.39825 0.11455 0.00954  C1 1.481, C3 1.555, C5 1.333
3 C -1.95041 0.16586 0.08165  C2 1.555, O6 1.202, H8 1.111
4 C 1.64494 -1.34482 -0.02182  C5 1.535, O7 1.204, H9 1.109
5 C 0.13131 -1.10717 0.06752  C2 1.333, C4 1.535, H10 1.080
6 O -2.68688 -0.71018 -0.28434  C3 1.202
7 O 2.51414 -0.51418 0.05042  C4 1.204
8 H -2.40018 1.13354 0.39190  C3 1.111
9 H 1.89819 -2.41834 -0.14151  C4 1.109
10 H -0.48890 -1.99082 0.09485  C5 1.080
11 H 0.47925 1.79110 0.94791  C1 1.091
12 H 1.26833 1.31239 -0.54350  C1 1.088
13 H -0.31066 2.14930 -0.59104  C1 1.089

Properties
F_max: 1.9 eV/Å
structure (SMILES): C/C(C=O)=C\C=O
2S+1: 1
frontier orbital gap: 0.3430 hartree
net charge: 0

No. 4
4 unconnected molecules or ions with the total composition C2H12N2O3 at a distorted geometry. Source: the Open Molecules 2025 dataset; level of theory: ωB97M-V/def2-TZVPD.

Last columns: bonded neighbours and bond lengths (Å).
Cartesian coordinates (Å):
1 C -1.86860 1.50444 -1.61365  N2 1.442, H5 1.089, H6 1.110, H7 1.083
2 N -1.16762 0.56096 -0.77758  C1 1.442, C3 1.359, H8 1.019
3 C -0.29807 -0.33936 -1.30637  N2 1.359, N4 1.287, H9 1.081
4 N -0.11916 -1.41399 -0.62159  C3 1.287, H10 1.021
5 H -2.92781 1.49581 -1.35918  C1 1.089
6 H -1.60746 2.56005 -1.39206  C1 1.110
7 H -1.76848 1.32366 -2.67701  C1 1.083
8 H -1.69360 0.23442 0.03226  N2 1.019
9 H 0.21442 -0.10507 -2.22885  C3 1.081
10 H 0.66400 -2.01719 -0.87760  N4 1.021
11 H 1.27775 0.15940 0.94358  O13 0.973
12 H 1.80197 -1.24449 1.64080  O13 0.954
13 O 1.98538 -0.34520 1.38035  H11 0.973, H12 0.954
14 H 0.30137 -2.97299 1.04136  O16 0.962
15 H 0.93898 -2.93800 2.46369  O16 0.963
16 O 1.13055 -3.03777 1.52514  H14 0.962, H15 0.963
17 H 1.68876 1.97402 1.70799  O19 0.983
18 H 0.67778 2.68407 0.75623  O19 0.982
19 O 0.76985 1.91725 1.36248  H17 0.983, H18 0.982

Properties
F_max: 2.3 eV/Å
⟨S²⟩: 0.785
2S+1: 2
frontier orbital gap (spin up / spin down): 0.3684 / 0.1999 hartree
net charge: +1